# 1
C3H4S2 | ωB97M-V/def2-TZVPD

Each line ends with the Löwdin charge.
Element x y z (Å)
1 S 2.664 -0.860 -0.015  0.65
2 C 1.053 -0.670 -0.030  -1.08
3 C 0.285 0.623 -0.059  -0.34
4 C -1.014 -0.063 -0.001  -0.57
5 S -0.462 -1.768 -0.033  0.86
6 H 0.485 1.324 -0.913  0.14
7 H 0.469 1.152 0.962  0.15
8 H -1.790 0.181 -0.821  0.10
9 H -1.690 0.079 0.910  0.09

Output
E (eV): -24844.817
Highest occupied orbital energy (Ha): -0.3230
LUMO (eV): -0.227
Max |F| (eV/Å): 6.15
SMILES: S=C1CCS1
HOMO-LUMO gap (eV): 8.6

---

# 2
C3H4S3 | ωB97M-V/def2-TZVPD

Each line ends with the Löwdin charge.
Element x y z (Å)
1 C -1.262 -0.359 -0.340  -0.51
2 C -1.331 0.910 0.373  -0.76
3 C 1.395 0.060 -0.144  -1.03
4 S 0.380 -1.211 0.110  0.83
5 S 3.053 0.020 -0.020  0.72
6 S -0.606 2.258 -0.176  0.70
7 H -2.018 -1.085 -0.048  0.07
8 H -1.212 -0.239 -1.419  0.07
9 H -1.787 0.901 1.358  0.05
10 H 3.389 -1.254 0.305  -0.14

Output
E (eV): -35678.597
Highest occupied orbital energy (Ha): -0.2991
LUMO (eV): -0.354
Max |F| (eV/Å): 1.02
HOMO-LUMO gap (eV): 7.8

---

# 3
C3H4S4 | ωB97M-V/def2-TZVPD

Each line ends with the Löwdin charge.
Element x y z (Å)
1 S -0.475 -1.966 -0.770  0.70
2 C -0.783 -0.475 -0.189  -1.21
3 S -2.191 -0.246 0.848  0.76
4 C 0.138 0.692 -0.385  -0.89
5 S -0.436 2.238 -0.381  0.77
6 C 1.589 0.395 -0.644  -0.62
7 S 2.532 -0.288 0.782  0.71
8 H -2.153 1.053 1.111  -0.17
9 H 1.531 -0.334 -1.472  0.06
10 H 2.141 1.266 -0.998  0.06
11 H 1.919 -1.458 0.997  -0.16

Output
E (eV): -46515.498
Highest occupied orbital energy (Ha): -0.3318
LUMO (eV): -2.031
Max |F| (eV/Å): 1.70
SMILES: S=C(S)C(=S)CS
HOMO-LUMO gap (eV): 7.0

---

# 4
C3H4Si | ωB97M-V/def2-TZVPD

Each line ends with the Löwdin charge.
Element x y z (Å)
1 C -0.768 0.027 0.053  -0.43
2 C 1.349 1.084 -0.747  0.10
3 C 0.661 0.684 0.273  -0.29
4 Si -1.400 -1.495 0.520  0.78
5 H -1.197 0.435 -0.798  -0.04
6 H 0.935 1.233 -1.670  0.00
7 H 1.070 0.538 1.243  0.06
8 H -0.649 -2.505 1.126  -0.18

Output
E (eV): -11046.287
Highest occupied orbital energy (alpha / beta) (Ha): -0.3036 / -0.3027
LUMO (alpha / beta) (eV): -1.655 / -0.648
Max |F| (eV/Å): 2.99
HOMO-LUMO gap (alpha / beta) (eV): 6.6 / 7.6

---

# 5
C3H5Br | ωB97M-V/def2-TZVPD

Each line ends with the Löwdin charge.
Element x y z (Å)
1 C 0.533 0.944 -1.220  0.00
2 C -0.126 0.476 -0.309  -0.20
3 C -0.804 -0.215 0.817  -0.10
4 H 0.938 1.250 -2.149  0.03
5 H -0.779 -1.208 0.719  0.02
6 H -0.456 0.194 1.869  0.13
7 H -1.867 0.056 0.861  0.08
8 Br 2.595 -1.430 -1.010  0.39
9 H 1.683 -0.705 -1.749  -0.35

Output
E (eV): -73232.003
Highest occupied orbital energy (Ha): -0.3635
LUMO (eV): 0.938
Max |F| (eV/Å): 5.82
SMILES: C#CC.Br
HOMO-LUMO gap (eV): 10.8

---

# 6
C3H5Br3Si | ωB97M-V/def2-TZVPD

Each line ends with the Löwdin charge.
Element x y z (Å)
1 C -0.036 -0.684 0.407  -0.27
2 C 0.977 -0.778 1.218  0.07
3 C -1.350 -1.453 0.680  -0.11
4 Si -0.530 -2.604 4.120  -0.58
5 Br -2.748 -2.882 4.335  0.21
6 Br 0.407 -4.311 3.018  0.23
7 Br 0.327 -2.597 6.215  0.19
8 H 0.023 0.117 -0.280  0.08
9 H 1.949 -0.164 1.258  0.06
10 H -1.191 -2.317 1.388  0.01
11 H -1.718 -1.805 -0.227  0.04
12 H -2.022 -0.773 1.198  0.07

Output
E (eV): -221196.278
Highest occupied orbital energy (alpha / beta) (Ha): -0.3400 / -0.3208
LUMO (alpha / beta) (eV): -2.261 / -0.528
Max |F| (eV/Å): 2.67
HOMO-LUMO gap (alpha / beta) (eV): 7.0 / 8.2